Molecular formula: C15H18ClN3OsS3Sb2Se
Method: DFT, ωB97M-V/def2-TZVPD

```
44
Properties=species:S:1:pos:R:3:lowdin_charge:R:1
Os 0.82860 0.90916 -0.89954 0.47
S 3.33771 4.32906 -1.56240 -0.22
Sb 3.47647 2.46373 -2.73583 0.35
S 3.06805 0.74915 -0.87635 0.04
S 0.95304 1.83084 -2.82323 0.05
Se -2.59017 4.67799 -1.02379 1.24
N -3.95907 3.61104 -1.34314 -0.21
C -3.47032 2.38609 -1.35031 -0.38
C -4.23772 1.21115 -1.61890 0.03
C -3.57525 0.03544 -1.64163 -0.02
C -2.17332 -0.00443 -1.37253 -0.13
N -1.41063 1.01801 -1.10077 -0.07
C -2.05383 2.26400 -1.10744 -0.46
N -1.40167 3.38102 -0.90361 -0.24
H -5.30146 1.28621 -1.80309 0.13
H -4.08055 -0.89448 -1.86264 0.12
H -1.68796 -0.97129 -1.38863 0.06
C 2.87597 -2.54028 -0.28978 -0.30
Sb 1.00074 -1.69205 -0.69016 1.26
C 0.43416 -2.84055 -2.36601 -0.27
C -0.16488 -2.56862 0.83758 -0.26
H 2.71184 -3.60417 -0.11979 0.03
H 3.32194 -2.08287 0.58960 0.01
H 3.52964 -2.39442 -1.14592 0.02
H 0.45582 -3.88308 -2.04954 0.03
H 1.15392 -2.68195 -3.16664 0.02
H -0.56097 -2.58666 -2.72468 0.01
H -0.02113 -3.64822 0.77978 0.03
H -1.22065 -2.33370 0.71204 0.02
H 0.17278 -2.20296 1.80536 -0.02
Cl 0.31836 -1.98124 4.90938 0.74
C 0.53121 -0.82997 3.64034 -0.68
C 1.82090 -0.47863 3.24944 -0.08
C 1.99174 0.45962 2.25097 -0.05
C 0.88337 1.07447 1.65059 -0.38
C 1.04159 2.19438 0.70117 -0.26
C -0.40004 0.66283 2.02826 -0.04
C -0.58298 -0.27770 3.03084 -0.11
H 2.67215 -0.93218 3.73885 0.12
H 2.98947 0.73910 1.93595 0.10
H 1.96992 2.74842 0.63714 0.03
H 0.18992 2.85597 0.56784 0.04
H -1.26321 1.11208 1.54961 0.11
H -1.57352 -0.57029 3.35162 0.12
```

## Properties
- Spin multiplicity: 2
- Frontier orbital gap (alpha / beta): 5.70 / 5.14 eV
- <S²>: 0.766
- E_HOMO (alpha / beta): -10.17 / -10.09 eV
- Net charge: +1

***

Molecular formula: C15H18N2O2S
Method: DFT, ωB97M-V/def2-TZVPD

```
38
Properties=species:S:1:pos:R:3:lowdin_charge:R:1
C 5.60220 0.80850 -1.06773 -0.05
C 4.45559 -0.14241 -0.90363 -0.28
C 4.49647 -1.16383 0.03463 -0.04
C 3.42451 -2.02525 0.18848 -0.04
C 2.29017 -1.88942 -0.59962 -0.24
C 1.09085 -2.76933 -0.37664 -0.19
N 0.18092 -2.19702 0.61253 -0.12
S -0.59462 -0.80350 0.12201 0.57
O 0.15799 0.35948 0.48163 -0.27
O -0.99561 -0.99073 -1.23830 -0.28
N -1.90739 -0.90935 1.13429 -0.12
C -2.32993 0.27026 1.86613 -0.19
C -3.32583 1.12617 1.12650 -0.21
C -4.45849 1.61234 1.76589 -0.05
C -5.36776 2.39975 1.08061 -0.09
C -5.15568 2.70235 -0.25326 -0.09
C -4.02931 2.21798 -0.89782 -0.07
C -3.11705 1.43533 -0.21232 -0.03
C 2.24462 -0.86817 -1.54069 -0.04
C 3.31514 -0.00799 -1.68841 -0.03
H 5.31736 1.80025 -0.71724 0.08
H 6.46864 0.47845 -0.50009 0.07
H 5.88117 0.89437 -2.11651 0.08
H 5.37344 -1.28654 0.65469 0.11
H 3.47229 -2.81480 0.92638 0.11
H 0.50374 -2.86557 -1.29070 0.11
H 1.38241 -3.76150 -0.02141 0.12
H 0.64881 -2.00308 1.48646 0.11
H -2.66156 -1.40101 0.68149 0.12
H -1.41356 0.83900 2.04686 0.12
H -2.74277 -0.05187 2.82797 0.12
H -4.62768 1.37607 2.80704 0.11
H -6.24459 2.77402 1.58843 0.10
H -5.86656 3.31372 -0.78920 0.10
H -3.85899 2.45144 -1.93810 0.10
H -2.23743 1.05604 -0.71102 0.09
H 1.36053 -0.74823 -2.14773 0.11
H 3.26796 0.78407 -2.42161 0.12
```

## Properties
- Frontier orbital gap: 9.58 eV
- SMILES string: Cc1ccc(CNS(=O)(=O)NCc2ccccc2)cc1
- E_HOMO: -8.86 eV

***

Molecular formula: C15H18N2O3
Method: DFT, ωB97M-V/def2-TZVPD

```
38
Properties=species:S:1:pos:R:3:lowdin_charge:R:1
C -4.86132 0.42986 0.57733 -0.08
C -3.68749 0.62737 -0.37814 -0.38
C -2.94759 1.93553 -0.06022 -0.15
C -1.49010 1.85155 -0.48892 -0.13
N -0.79496 0.84663 0.30204 -0.04
C 0.46153 1.11009 0.68938 -0.43
O 1.05766 2.12051 0.35547 0.05
C 1.17243 0.06786 1.57048 -0.01
N 1.83707 -0.91855 0.75733 0.06
C 1.47201 -2.24138 0.67887 -0.48
O 0.52813 -2.75168 1.22438 0.11
O 2.34521 -2.89009 -0.12945 0.17
C 3.26458 -1.97454 -0.57006 -0.18
C 4.34202 -2.16074 -1.40752 0.00
C 5.11061 -1.03924 -1.69036 -0.09
C 4.80296 0.20713 -1.16028 -0.08
C 3.71813 0.39465 -0.31719 0.01
C 2.95777 -0.72165 -0.02768 -0.13
C -1.59172 -0.29891 0.70997 -0.14
C -2.69994 -0.54843 -0.30761 -0.14
H -4.50835 0.29750 1.59773 0.08
H -5.51972 1.29523 0.55207 0.08
H -5.43903 -0.44810 0.29813 0.08
H -4.08338 0.68277 -1.39726 0.14
H -3.42594 2.77472 -0.56558 0.12
H -2.98577 2.13175 1.01313 0.12
H -0.97369 2.80154 -0.33213 0.12
H -1.42040 1.60084 -1.55363 0.14
H 0.49124 -0.45459 2.24295 0.13
H 1.92701 0.60713 2.15238 0.14
H 4.56966 -3.12989 -1.81873 0.12
H 5.96422 -1.14114 -2.34223 0.10
H 5.42191 1.05424 -1.41244 0.10
H 3.45970 1.36372 0.07667 0.11
H -2.03478 -0.11072 1.69670 0.13
H -0.97261 -1.19327 0.78157 0.10
H -2.24156 -0.71448 -1.28372 0.12
H -3.22550 -1.46324 -0.03345 0.12
```

## Properties
- Frontier orbital gap: 9.30 eV
- SMILES string: CC1CCN(C(=O)Cn2c(=O)oc3ccccc32)CC1
- E_HOMO: -8.50 eV

***

Molecular formula: C15H18N2O3S
Method: DFT, ωB97M-V/def2-TZVPD

```
39
Properties=species:S:1:pos:R:3:lowdin_charge:R:1
C 5.60329 1.67535 -1.79245 -0.06
C 4.73615 0.42935 -1.68454 -0.21
O 3.66489 0.61560 -0.75691 -0.01
C 3.94053 0.43969 0.53474 -0.54
O 5.02315 0.14477 0.96695 0.11
C 2.70359 0.64100 1.38773 -0.15
C 2.39477 -0.63073 2.16665 -0.44
S 1.95979 -2.02036 1.06504 0.99
C 0.32935 -1.57643 0.62531 -0.66
N -0.27826 -2.45756 -0.18806 0.11
C -1.50684 -2.21488 -0.55435 -0.26
C -2.15772 -3.21172 -1.45326 -0.02
C -2.19160 -1.04284 -0.10813 -0.09
C -3.50561 -0.70431 -0.44833 0.06
C -4.07875 0.45739 0.03126 -0.26
O -5.36145 0.69532 -0.35761 -0.08
C -6.00761 1.86097 0.09456 -0.09
C -3.33373 1.30943 0.86941 0.00
C -2.04692 0.99716 1.21558 0.00
C -1.44542 -0.18105 0.74051 -0.21
N -0.17579 -0.47002 1.09810 0.11
H 6.36725 1.52279 -2.54932 0.08
H 4.99631 2.53477 -2.06746 0.08
H 6.08704 1.87357 -0.83919 0.07
H 5.33878 -0.42452 -1.35866 0.12
H 4.25014 0.20170 -2.63524 0.12
H 2.90366 1.44702 2.09717 0.13
H 1.85810 0.91217 0.75693 0.10
H 3.27151 -0.96443 2.72010 0.08
H 1.54916 -0.47940 2.83462 0.07
H -1.45543 -4.01300 -1.66255 0.08
H -3.04607 -3.62284 -0.97690 0.09
H -2.45784 -2.73803 -2.38630 0.09
H -4.09325 -1.34201 -1.08866 0.12
H -5.49481 2.76565 -0.24763 0.10
H -7.00506 1.82877 -0.34092 0.09
H -6.09205 1.87856 1.18590 0.10
H -3.77305 2.21924 1.24788 0.10
H -1.47025 1.64383 1.85803 0.12
```

## Properties
- Frontier orbital gap: 7.99 eV
- SMILES string: CCOC(=O)CCSc1nc(C)c2cc(OC)ccc2n1
- E_HOMO: -7.97 eV

***

Molecular formula: C15H18O
Method: DFT, ωB97M-V/def2-TZVPD

```
34
Properties=species:S:1:pos:R:3:lowdin_charge:R:1
C 0.10466 -3.62838 -0.81920 -0.09
C 0.80053 -2.35710 -0.31466 -0.21
C -0.22808 -1.48033 0.35312 -0.27
C -1.05230 -0.69812 -0.44330 -0.07
C -2.21872 -0.16819 0.08989 -0.03
C -2.43352 -0.27581 1.45780 -0.32
O -3.60292 0.16260 2.02694 0.04
C -1.52428 -0.85165 2.31771 0.00
C -0.36703 -1.37183 1.73049 -0.03
H -0.59318 -4.07512 -0.10475 0.08
H 0.80401 -4.43173 -1.08363 0.07
H -0.46635 -3.38239 -1.70387 0.07
H 1.73016 -2.49957 0.23262 0.11
H 1.08396 -1.79064 -1.21615 0.10
H -0.77463 -0.78900 -1.49400 0.12
H -2.90462 0.32398 -0.58913 0.11
H -4.22864 0.56369 1.42472 0.10
H -1.59688 -0.77069 3.38830 0.12
H 0.34537 -1.98054 2.26681 0.11
C -0.65203 2.12863 -1.77484 -0.05
C 0.53522 1.88242 -0.87823 -0.30
C 0.49435 2.22710 0.46807 -0.06
C 1.61199 2.08651 1.26234 -0.09
C 2.85351 1.83854 0.68294 -0.09
C 2.91383 1.62972 -0.69116 -0.09
C 1.73903 1.44809 -1.41721 -0.06
H -0.68420 3.22673 -1.76852 0.09
H -1.62828 1.86941 -1.37035 0.05
H -0.59943 1.77306 -2.79654 0.08
H -0.46200 2.53951 0.87790 0.12
H 1.51700 2.14035 2.33887 0.10
H 3.79383 2.00733 1.18276 0.10
H 3.87364 1.60050 -1.19912 0.10
H 1.81600 1.10292 -2.43665 0.11
```

## Properties
- Frontier orbital gap: 9.00 eV
- SMILES string: CCc1ccc(O)cc1.Cc1ccccc1
- E_HOMO: -8.23 eV

***

Molecular formula: C15H18O
Method: DFT, ωB97M-V/def2-TZVPD

```
34
Properties=species:S:1:pos:R:3:lowdin_charge:R:1
C 1.54764 3.91597 2.35236 -0.09
C 0.60473 2.84238 2.98729 -0.21
C -0.24902 2.06788 1.99300 -0.28
C -1.61898 1.91661 1.99442 -0.07
C -2.31358 1.19421 1.00029 0.01
C -1.52913 0.85296 -0.19441 -0.32
O -2.06177 0.00791 -1.06216 0.03
C -0.12762 1.19317 -0.29239 -0.01
C 0.52890 1.56172 0.92004 -0.06
H 2.19111 4.06195 3.11960 0.03
H 0.91800 4.71230 1.85351 0.11
H 1.91233 3.53773 1.40395 0.04
H 1.04730 2.10050 3.80645 0.15
H -0.11480 3.50602 3.42917 0.08
H -2.30718 2.22737 2.82622 0.12
H -3.38362 0.94439 0.87829 0.12
H -1.53063 -0.75418 -1.27914 0.04
H 0.48873 1.25614 -1.20138 0.11
H 1.69451 1.77687 0.85142 0.14
C 2.73309 -1.50894 -0.38291 -0.03
C 1.48713 -2.05821 -1.06650 -0.28
C 0.44883 -2.58736 -0.32451 -0.05
C -0.87589 -2.76953 -0.84830 -0.10
C -0.98510 -2.73416 -2.22000 -0.13
C 0.17868 -2.62910 -3.05087 -0.07
C 1.39733 -2.21434 -2.47037 -0.05
H 3.58952 -1.34341 -0.94880 0.05
H 3.02974 -2.30049 0.36192 0.10
H 2.29075 -0.74200 0.23535 0.06
H 0.55616 -2.69298 0.74705 0.11
H -1.59668 -2.98502 -0.05587 0.12
H -1.92404 -3.21233 -2.61565 0.12
H 0.15626 -2.64733 -4.17682 0.12
H 2.11469 -1.76849 -3.12070 0.10
```

## Properties
- Frontier orbital gap: 8.79 eV
- SMILES string: CCc1ccc(O)cc1.Cc1ccccc1
- E_HOMO: -7.96 eV